No. 1
ORCA calculation (the ωB97M-V functional and the def2-TZVPD basis) on a 2-piece molecular cluster, C5H14NO2 overall.

The geometry in ORCA input format:
```
! RIJCOSX wB97M-V def2-TZVPD def2/J DEFGRID3
* xyz 2 2
C -0.121 1.526 -1.389
O -1.018 0.753 -0.623
C 1.281 0.968 -1.153
C 1.614 0.550 0.329
C 1.280 -0.905 0.452
C 1.694 -2.019 -0.105
N 0.032 -1.143 1.354
H -0.268 1.417 -2.636
H -0.277 2.488 -1.076
H -1.971 1.071 -0.783
H 2.101 1.699 -1.503
H 1.386 0.018 -1.860
H 2.687 0.582 0.508
H 1.235 1.170 1.101
H 2.561 -2.153 -0.795
H 1.332 -2.979 -0.029
H -0.362 -0.281 1.813
H 0.235 -1.884 2.203
H -0.701 -1.378 0.805
H -3.773 0.695 1.461
H -4.878 0.019 0.739
O -4.071 -0.215 1.187
*
```

The HOMO energy (spin up / spin down) comes out at -17.449 / -17.448 eV. The value obtained for the relative energy (zero: lowest compared OMol25 entry of this formula, charge and spin) is 63.5 kcal/mol. For the orbital gap (spin up / spin down), the calculation gives 8.4 / 3.4 eV.

---

No. 2
ORCA calculation (the ωB97M-V functional and the def2-TZVPD basis) on a 7-piece molecular cluster, H14O7 overall.

The geometry in ORCA input format:
```
! RIJCOSX wB97M-V def2-TZVPD def2/J DEFGRID3
* xyz 0 1
O 26.694 11.946 10.908
H 25.748 12.285 10.763
H 26.902 11.937 11.965
O 24.977 9.026 12.978
H 25.316 8.992 12.146
H 24.321 8.323 13.056
O 25.722 8.762 10.236
H 26.212 9.469 9.827
H 25.486 8.055 9.515
O 23.033 11.440 7.825
H 22.165 11.535 7.699
H 23.393 12.141 8.457
O 22.238 7.721 9.428
H 21.807 7.716 8.572
H 22.264 8.699 9.580
O 23.338 10.112 10.022
H 24.314 10.010 9.850
H 23.014 10.797 9.403
O 23.861 12.233 12.006
H 23.739 11.372 11.739
H 23.798 12.051 12.959
*
```

The HOMO energy comes out at -10.842 eV. The value obtained for the relative energy (zero: lowest compared OMol25 entry of this formula, charge and spin) is 61.8 kcal/mol. For the orbital gap, the calculation gives 10.9 eV.

---

No. 3
ORCA calculation (the ωB97M-V functional and the def2-TZVPD basis) on C5H20BeN10O9S as an isolated structure.

The geometry in ORCA input format:
```
! RIJCOSX wB97M-V def2-TZVPD def2/J DEFGRID3
* xyz 0 1
Be 0.438 0.250 -1.516
S 1.635 0.203 -6.510
O 2.072 -0.731 -5.491
O 2.764 0.874 -7.089
O 1.042 -0.528 -7.595
O 0.797 1.198 -5.846
C -4.384 3.395 1.507
O -3.354 2.948 0.969
N -5.231 4.094 0.766
N -4.871 3.067 2.719
H -5.082 4.185 -0.229
H -6.190 4.128 1.082
H -5.684 3.493 3.140
H -4.298 2.425 3.247
C 1.864 -5.890 0.267
O 1.511 -4.729 0.416
N 2.854 -6.374 0.996
N 1.450 -6.764 -0.577
H 3.097 -5.657 1.665
H 3.201 -7.319 0.918
H 0.849 -6.477 -1.337
H 1.784 -7.717 -0.595
C 2.227 6.208 0.188
O 2.104 5.206 -0.457
N 2.377 6.168 1.474
N 2.103 7.404 -0.209
H 2.466 5.232 1.844
H 2.815 6.940 1.956
H 1.936 8.164 0.435
H 1.675 7.540 -1.114
C -5.396 -2.664 -1.046
O -4.417 -2.062 -1.225
N -5.497 -3.937 -1.094
N -6.511 -2.079 -0.687
H -4.743 -4.277 -1.673
H -6.336 -4.500 -1.124
H -7.297 -2.712 -0.723
H -6.701 -1.087 -0.694
C 5.013 -0.674 2.751
O 4.114 0.005 2.297
N 4.907 -1.410 3.802
N 6.100 -0.824 2.060
H 5.782 -1.480 4.302
H 4.051 -1.497 4.332
H 6.744 -1.493 2.459
H 6.221 -0.248 1.239
*
```

The HOMO energy comes out at -7.890 eV. The value obtained for the relative energy (zero: lowest compared OMol25 entry of this formula, charge and spin) is 246.3 kcal/mol. For the orbital gap, the calculation gives 2.8 eV.

---

No. 4
ORCA calculation (the ωB97M-V functional and the def2-TZVPD basis) on C28H42FeN6O7P as an isolated structure.

The geometry in ORCA input format:
```
! RIJCOSX wB97M-V def2-TZVPD def2/J DEFGRID3
* xyz 2 6
Fe 0.378 0.541 0.239
C -2.831 0.510 3.392
C -1.920 0.283 2.232
N -0.862 0.949 2.023
C -0.393 2.013 2.882
C 0.670 2.784 2.137
N 1.663 1.816 1.647
C 2.860 2.348 0.990
C 2.609 2.724 -0.459
N 1.708 1.787 -1.136
C 2.322 0.843 -2.075
C 1.223 0.088 -2.789
N 0.306 -0.452 -1.801
C -0.769 -1.063 -2.097
C -1.231 -1.408 -3.475
C -1.618 -1.421 -0.934
C -2.495 -2.492 -0.886
C -3.223 -2.689 0.277
C -3.091 -1.801 1.336
C -2.195 -0.752 1.206
N -1.474 -0.601 0.099
H -3.041 1.578 3.472
H -2.343 0.205 4.321
H -3.777 -0.015 3.298
H 0.024 1.563 3.791
H -1.199 2.688 3.167
H 1.108 3.540 2.794
H 0.212 3.290 1.286
H 1.953 1.235 2.429
H 3.628 1.574 1.044
H 3.241 3.231 1.511
H 3.573 2.768 -0.969
H 2.169 3.720 -0.506
H 0.969 2.295 -1.615
H 2.957 0.152 -1.519
H 2.943 1.352 -2.817
H 1.672 -0.696 -3.403
H 0.676 0.759 -3.459
H -0.772 -0.770 -4.226
H -2.313 -1.317 -3.550
H -0.967 -2.444 -3.709
H -2.590 -3.170 -1.724
H -3.902 -3.528 0.355
H -3.663 -1.935 2.243
C 5.060 -3.572 0.487
C 4.385 -2.345 1.047
O 2.970 -2.617 1.239
P 1.788 -1.706 0.687
O 0.689 -2.837 0.410
C 0.962 -4.063 -0.317
C 0.667 -5.250 0.568
O 1.131 -1.067 2.018
C 0.956 -1.806 3.266
C 1.989 -1.366 4.277
H 6.132 -3.399 0.408
H 4.669 -3.819 -0.501
H 4.892 -4.424 1.146
H 4.510 -1.487 0.381
H 4.803 -2.084 2.019
H 2.003 -4.083 -0.643
H 0.320 -4.056 -1.199
H 1.310 -5.233 1.448
H 0.858 -6.173 0.020
H -0.374 -5.239 0.892
H 1.034 -2.873 3.060
H -0.055 -1.592 3.611
H 2.993 -1.494 3.873
H 1.903 -1.977 5.175
H 1.851 -0.320 4.557
O -2.172 2.871 0.714
C -1.856 2.645 -0.446
O -0.869 1.903 -0.860
C -2.651 3.255 -1.569
C -3.499 4.332 -1.336
C -4.228 4.876 -2.385
C -4.120 4.347 -3.665
C -3.281 3.268 -3.865
C -2.546 2.713 -2.839
N -3.156 2.666 -5.207
O -2.408 1.708 -5.321
O -3.801 3.153 -6.102
H -3.581 4.734 -0.335
H -4.890 5.711 -2.203
H -4.681 4.754 -4.494
H -1.907 1.867 -3.036
*
```

The HOMO energy (spin up / spin down) comes out at -14.014 / -14.003 eV. The value obtained for the relative energy (zero: lowest compared OMol25 entry of this formula, charge and spin) is 4.4 kcal/mol. For the orbital gap (spin up / spin down), the calculation gives 8.0 / 6.8 eV.

---

No. 5
ORCA calculation (the ωB97M-V functional and the def2-TZVPD basis) on a 2-piece molecular cluster, C7H17NOS overall.

The geometry in ORCA input format:
```
! RIJCOSX wB97M-V def2-TZVPD def2/J DEFGRID3
* xyz 0 1
C -0.829 1.280 3.022
N -1.318 0.417 1.965
C -0.562 0.165 0.860
C -1.200 -0.754 -0.161
O 0.554 0.656 0.720
H -1.593 1.347 3.814
H -0.627 2.295 2.640
H 0.100 0.878 3.461
H -2.244 -0.012 2.044
H -2.141 -0.326 -0.544
H -0.504 -0.887 -1.006
H -1.415 -1.743 0.277
C -4.689 2.260 1.820
C -4.882 0.986 1.005
S -4.704 -0.461 2.077
C -4.980 -1.762 0.850
C -4.880 -3.130 1.516
H -3.685 2.279 2.275
H -5.441 2.321 2.624
H -4.797 3.144 1.169
H -5.887 0.966 0.541
H -4.134 0.924 0.192
H -5.979 -1.620 0.395
H -4.226 -1.662 0.046
H -5.638 -3.228 2.312
H -5.048 -3.925 0.771
H -3.881 -3.270 1.962
*
```

The HOMO energy comes out at -9.020 eV. The value obtained for the relative energy (zero: lowest compared OMol25 entry of this formula, charge and spin) is 0.0 kcal/mol. For the orbital gap, the calculation gives 9.8 eV.

---

No. 6
ORCA calculation (the ωB97M-V functional and the def2-TZVPD basis) on a 2-piece molecular cluster, C3H11NO overall.

The geometry in ORCA input format:
```
! RIJCOSX wB97M-V def2-TZVPD def2/J DEFGRID3
* xyz 1 2
C -1.723 -0.252 -0.686
N -0.481 0.673 2.672
H -1.853 0.696 -1.219
H -1.946 -1.217 -1.139
H -2.392 -0.236 0.193
H -0.270 1.640 2.444
H 0.088 0.252 3.379
H -0.344 0.190 1.784
C 0.794 -0.717 -0.974
O -0.363 -0.230 -0.309
C 1.819 0.405 -1.018
H 0.524 -1.097 -1.966
H 1.176 -1.609 -0.462
H 2.662 0.055 -1.605
H 2.198 0.629 -0.018
H 1.432 1.348 -1.400
*
```

The HOMO energy (spin up / spin down) comes out at -15.763 / -13.756 eV. The value obtained for the relative energy (zero: lowest compared OMol25 entry of this formula, charge and spin) is 57.0 kcal/mol. For the orbital gap (spin up / spin down), the calculation gives 12.8 / 4.3 eV.

---

Record order is preserved below.
Max |F|: 6.72 6.60 7.58 2.33 0.69 1.80 eV/Å